[1]
Density functional theory data (ωB97M-V/def2-TZVPD) for a 5-piece molecular cluster, C19H30Br3NO11 overall.

Element x y z (Å)
C (2.73080, -10.52528, 4.49405)
C (1.48603, -10.90435, 4.09423)
C (0.70211, -9.96685, 3.50383)
C (1.06613, -8.62234, 3.40627)
C (2.30800, -8.23681, 3.89857)
C (3.12406, -9.19464, 4.42983)
N (0.08045, -7.65219, 2.81054)
O (-1.03572, -7.98913, 2.38068)
O (0.36163, -6.47371, 2.83507)
H (3.39092, -11.28196, 4.89163)
H (1.06991, -11.88217, 4.28687)
H (-0.25898, -10.30955, 3.14987)
H (2.54166, -7.18382, 3.84359)
H (4.09564, -8.89650, 4.79524)
C (-4.13052, -11.15087, -1.86222)
C (-3.24242, -9.92735, -1.87195)
O (-1.97389, -10.15011, -1.22698)
C (-0.90816, -10.44819, -2.00647)
O (-0.90183, -10.88507, -3.11980)
O (0.21773, -10.07487, -1.26532)
C (1.47247, -9.77950, -1.82834)
H (-3.49839, -12.00561, -2.10289)
H (-4.91778, -11.03559, -2.60722)
H (-4.51187, -11.35599, -0.86191)
H (-3.74851, -9.11333, -1.35297)
H (-3.07064, -9.47094, -2.84678)
H (1.62224, -8.74470, -2.13634)
H (1.67090, -10.42242, -2.68588)
H (2.19760, -9.96251, -1.03537)
C (14.37700, -1.47846, 3.30672)
C (15.81203, -1.84443, 2.90575)
O (16.53218, -1.45835, 4.04464)
C (17.89551, -1.37596, 4.04383)
O (18.71661, -1.61307, 3.12572)
O (18.15042, -1.06131, 5.32068)
C (19.44804, -0.96010, 5.80704)
H (14.04747, -1.88146, 4.26436)
H (13.63806, -1.93813, 2.65039)
H (14.09540, -0.44116, 3.12562)
H (16.09947, -1.27144, 2.02417)
H (15.97061, -2.87751, 2.59642)
H (20.03757, -0.34086, 5.13094)
H (19.95244, -1.90921, 5.98835)
H (19.47850, -0.46876, 6.77954)
C (7.19968, -1.82698, 6.65407)
C (6.08163, -1.30830, 7.60975)
O (4.91361, -0.69768, 6.95542)
C (4.27058, -1.32787, 6.06147)
O (4.39442, -2.51204, 5.64351)
O (3.34845, -0.40151, 5.67224)
C (2.62760, -0.46467, 4.48850)
H (7.79204, -0.97544, 6.31927)
H (6.80812, -2.21924, 5.71550)
H (7.95979, -2.51385, 7.02630)
H (6.47457, -0.50344, 8.23098)
H (5.77491, -2.12451, 8.26383)
H (3.29581, -0.31430, 3.64057)
H (1.79728, 0.24128, 4.50590)
H (2.14168, -1.41856, 4.28336)
C (6.36741, -4.66049, 1.75034)
Br (8.25591, -3.92298, 1.67080)
Br (6.28892, -6.53503, 0.77305)
Br (5.10502, -3.26824, 1.04811)
H (6.15486, -4.87498, 2.79768)

Results
SMILES: O=[N+]([O-])c1ccccc1.CCOC(=O)OC.CCOC(=O)OC.CCOC(=O)OC.BrC(Br)Br
lowest unoccupied orbital energy: -1.0 eV
energy above the lowest of the compared OMol25 structures with the same formula, charge and spin: 63.7 kcal per mole

[2]
Density functional theory data (ωB97M-V/def2-TZVPD) for C19H30CaCl2N3O3 as an isolated structure.

Element x y z (Å)
O (0.06771, 0.58239, -0.18204)
C (1.30547, 0.97656, -0.70135)
C (1.17299, 1.49699, -2.11379)
C (0.03775, 1.23493, -2.87291)
H (-0.76727, 0.68257, -2.41163)
C (-0.06470, 1.68346, -4.18188)
H (-0.95156, 1.45822, -4.76223)
C (0.96708, 2.41835, -4.75049)
H (0.89094, 2.76938, -5.77177)
C (2.09642, 2.70540, -3.99411)
H (2.90292, 3.28556, -4.42425)
C (2.19567, 2.24526, -2.68911)
H (3.07951, 2.46636, -2.10318)
H (1.72425, 1.78983, -0.09817)
C (2.71057, -0.42244, 0.83551)
C (2.25493, -0.20715, -0.57125)
H (3.67246, -0.92331, 0.90782)
H (1.97191, -0.99945, 1.38903)
H (2.79717, 0.53638, 1.35254)
C (2.58280, -0.96693, -1.61863)
C (3.45628, -2.17545, -1.63388)
H (2.19499, -0.67828, -2.58975)
H (4.33396, -2.06369, -2.26451)
H (2.90555, -3.04937, -1.99075)
H (3.80013, -2.42563, -0.62677)
Ca (-0.54563, -1.12320, 0.29853)
Cl (-1.56402, -1.63234, -1.72503)
Cl (1.36590, -2.32918, -0.21226)
H (-3.69529, 3.10546, -1.45094)
H (-5.18343, 0.84361, -1.13856)
C (-2.89054, 2.37208, -1.43278)
C (-4.22433, 0.33647, -1.03559)
N (-3.22975, 1.27693, -0.54996)
H (-1.98010, 2.85861, -1.09413)
C (-2.50568, 1.02087, 0.53041)
O (-2.27352, -0.10821, 0.99666)
H (-4.30327, -0.49560, -0.34778)
H (-2.12397, 1.92130, 1.02993)
H (-2.73339, 1.99281, -2.44267)
H (-3.90893, -0.04690, -2.00261)
H (0.49508, -0.91458, 5.60604)
H (-0.31853, 1.69622, 5.62560)
C (1.14892, -0.50471, 4.83552)
C (0.27641, 1.80838, 4.71968)
N (0.46230, 0.52272, 4.08214)
H (1.45738, -1.30310, 4.16904)
C (0.09393, 0.31222, 2.81814)
O (0.15064, -0.79767, 2.26176)
H (-0.23447, 2.47120, 4.03171)
H (-0.24838, 1.19407, 2.27923)
H (2.04100, -0.09570, 5.30741)
H (1.24159, 2.23971, 4.98940)
C (-2.57745, -5.30576, 1.41019)
C (-1.93148, -3.97602, 1.05677)
N (-1.39558, -2.87286, 0.76356)
H (-3.46892, -5.12610, 2.04553)
H (-1.84966, -5.93468, 1.96285)
H (-2.88475, -5.82602, 0.47977)

Results
lowest unoccupied orbital energy: 2.4 eV
energy above the lowest of the compared OMol25 structures with the same formula, charge and spin: 143.4 kcal per mole
net charge: -1

[3]
Density functional theory data (ωB97M-V/def2-TZVPD) for C19H30CoN2OSSi as an isolated structure.

Element x y z (Å)
Co (-0.36570, -0.07380, 0.64190)
C (2.50390, 0.63970, 0.69670)
N (1.34740, 1.29850, 0.09250)
C (1.57630, 1.42190, -1.34310)
C (1.18720, 2.63630, 0.69750)
C (-1.14540, 2.93220, -0.05050)
C (-2.38340, 3.52050, -0.47610)
C (-3.66600, 2.94310, -0.57770)
C (-4.22400, 1.72350, -0.23690)
C (-3.58540, 0.59220, 0.34610)
C (-2.22010, 0.65230, 0.39840)
H (3.43350, 1.20120, 0.49830)
H (2.59530, -0.36170, 0.27990)
H (2.36600, 0.55400, 1.77470)
H (2.48330, 2.01140, -1.54990)
H (0.72290, 1.91760, -1.80090)
H (1.68520, 0.42850, -1.77330)
H (2.15350, 3.14550, 0.61190)
H (0.97960, 2.47070, 1.76410)
H (-2.35590, 4.54170, -0.82490)
H (-4.39010, 3.64530, -0.99210)
H (-5.28880, 1.61950, -0.42350)
H (-4.16600, -0.25930, 0.66190)
S (-0.70250, -1.36820, 5.03440)
C (-0.39310, -0.77220, 3.59450)
N (-0.10890, -0.30640, 2.55080)
C (1.81250, 5.41270, 0.34060)
C (0.35800, 5.01510, 0.04410)
C (0.08440, 5.55070, -1.37380)
C (-0.50740, 5.72820, 1.09590)
C (0.09070, 3.51540, 0.13490)
C (-1.29260, 1.52480, 0.10340)
H (1.90480, 6.49350, 0.25330)
H (2.49720, 4.97270, -0.38050)
H (2.11230, 5.13490, 1.34730)
H (0.23760, 6.62970, -1.39500)
H (-0.91970, 5.33930, -1.72020)
H (0.78140, 5.09650, -2.07650)
H (-0.37200, 6.80810, 1.04070)
H (-0.20900, 5.39130, 2.08640)
H (-1.55850, 5.49210, 0.97050)
C (-0.34480, -3.61700, -2.36470)
Si (0.75050, -2.99420, -0.91740)
C (2.55630, -2.94260, -1.59370)
C (0.71340, -4.29510, 0.49050)
O (0.27560, -1.59050, -0.39570)
H (-0.04320, -4.59370, -2.73220)
H (-0.30860, -2.92480, -3.20130)
H (-1.38150, -3.68660, -2.05000)
H (2.89790, -3.93020, -1.89070)
H (3.25270, -2.57300, -0.84440)
H (2.63840, -2.29720, -2.46520)
H (0.99480, -5.29540, 0.17340)
H (-0.28590, -4.34870, 0.91270)
H (1.38200, -3.99990, 1.29480)

Results
<S²>: 6.087
spin multiplicity: 5
lowest unoccupied orbital energy (alpha / beta): 2.7 / 2.6 eV
net charge: -1

[4]
Density functional theory data (ωB97M-V/def2-TZVPD) for C19H30HfN6O2P as an isolated structure.

Element x y z (Å)
Hf (0.58337, -1.76437, 1.39909)
N (2.82266, -2.84846, 1.60126)
C (2.79537, -3.07434, 3.11612)
C (1.45238, -2.43147, 3.33887)
O (1.35482, -1.16277, 3.23138)
O (0.41431, -3.07904, 2.95526)
H (3.07615, -3.72817, 1.15352)
H (3.59328, -2.21204, 1.40025)
H (3.59772, -2.56203, 3.63616)
H (2.78520, -4.13049, 3.36543)
C (3.06979, 0.68322, -0.39048)
C (1.85586, 1.11700, 0.34988)
N (0.92630, 0.28687, 0.88144)
C (-0.01316, 1.10475, 1.54688)
C (0.35914, 2.38275, 1.39867)
N (1.52233, 2.36554, 0.64112)
C (2.16445, 3.62317, 0.15554)
N (1.26666, 4.32112, -0.67889)
N (0.79297, 5.55038, -0.23204)
N (0.07851, 6.06328, -1.13994)
C (0.04735, 5.19454, -2.23066)
C (-0.59861, 5.33341, -3.45764)
C (-0.45330, 4.30751, -4.36748)
C (0.31215, 3.16709, -4.06738)
C (0.95556, 3.01791, -2.85208)
C (0.81103, 4.06970, -1.94448)
H (2.94744, -0.33362, -0.76440)
H (3.95173, 0.72628, 0.25345)
H (3.26817, 1.32087, -1.24979)
H (-0.86740, 0.71012, 2.07805)
H (-0.08383, 3.30435, 1.74644)
H (3.11440, 3.38133, -0.31670)
H (2.34671, 4.25688, 1.02069)
H (-1.17896, 6.21953, -3.68137)
H (-0.92467, 4.38262, -5.33800)
H (0.41402, 2.39620, -4.82068)
H (1.56144, 2.14243, -2.65133)
C (-4.68359, -2.11580, 1.36503)
C (-3.32699, -1.80497, 2.01274)
P (-1.95107, -2.08959, 0.85686)
C (-1.89121, -3.86509, 0.41887)
C (-0.45850, -4.33870, 0.10861)
C (-2.24008, -1.17639, -0.68929)
C (-1.06220, -1.30530, -1.66684)
H (-5.45724, -2.00305, 2.12353)
H (-4.74012, -3.13971, 0.99272)
H (-4.91883, -1.42734, 0.55465)
H (-3.14531, -2.44410, 2.87892)
H (-3.27861, -0.76964, 2.35447)
H (-2.54615, -4.03731, -0.43514)
H (-2.29896, -4.42490, 1.26103)
H (-0.05679, -3.90922, -0.81469)
H (-0.43505, -5.42225, -0.00749)
H (0.21456, -4.15742, 0.96722)
H (-2.43754, -0.13473, -0.42697)
H (-3.14896, -1.57377, -1.14376)
H (-0.09042, -1.04815, -1.20564)
H (-1.17539, -0.60917, -2.49704)
H (-0.99289, -2.30543, -2.09396)

Results
lowest unoccupied orbital energy: -11.3 eV
energy above the lowest of the compared OMol25 structures with the same formula, charge and spin: 27.1 kcal per mole
net charge: +3

Maximum force for the records above, in order: 0.0978; 0.3240; 0.0481; 0.0468 Eh/bohr
Calculated total energy for the records above, in order: -254324.009; -74284.703; -81557.897; -43794.680 eV